# 1
Computed, not measured: a structure of composition C10H28InO2, with ωB97M-V/def2-TZVPD.

Calculated values
Maximum force: 0.348 eV Å⁻¹
E_tot: -20091.614 eV

```
! wB97M-V def2-TZVPD RIJCOSX def2/J DEFGRID3
* xyz -1 1
C -1.039 0.847 -0.208
C -0.984 0.748 1.314
C -1.650 -0.528 1.873
C -0.677 -1.521 2.524
In 1.124 -2.105 1.340
H -0.610 1.789 -0.565
H -2.082 0.818 -0.543
H -0.505 0.016 -0.670
H -1.474 1.636 1.730
H 0.059 0.784 1.645
H -2.420 -0.220 2.597
H -2.195 -1.029 1.061
H -1.230 -2.424 2.809
H -0.311 -1.083 3.463
H 2.410 -0.897 1.668
H 0.721 -2.062 -0.401
H 1.671 -3.742 1.742
C -3.954 2.116 -2.848
C -4.676 2.169 -1.512
C -6.149 2.512 -1.669
O -4.034 3.080 -0.625
H -3.995 3.095 -3.337
H -2.909 1.848 -2.700
H -4.412 1.385 -3.516
H -4.583 1.198 -1.021
H -6.259 3.498 -2.132
H -6.640 2.533 -0.696
H -6.658 1.784 -2.302
H -4.074 3.959 -1.019
C 6.865 -1.179 0.222
C 5.719 -2.167 0.403
C 4.597 -1.894 -0.579
O 5.247 -2.173 1.742
H 6.509 -0.161 0.401
H 7.670 -1.390 0.928
H 7.266 -1.223 -0.793
H 6.104 -3.182 0.260
H 4.244 -0.865 -0.456
H 3.733 -2.525 -0.390
H 4.937 -2.016 -1.609
H 4.644 -1.427 1.868
*
```

***

# 2
Computed, not measured: a structure of composition C10H28KO10S3, with ωB97M-V/def2-TZVPD.

Calculated values
ΔE to the lowest compared entry with this formula, charge and spin: 0.00 kJ/mol
Maximum force: 0.940 eV Å⁻¹
E_tot: -80124.846 eV

```
! wB97M-V def2-TZVPD RIJCOSX def2/J DEFGRID3
* xyz 1 1
K 0.119 0.729 0.652
C -3.214 0.247 2.638
O -2.321 0.928 1.744
H -3.224 0.698 3.628
H -4.222 0.223 2.222
H -2.864 -0.780 2.707
H -2.508 1.870 1.788
O 2.773 1.276 1.666
S 3.976 0.661 2.147
O 4.133 -0.745 2.022
O 5.183 1.296 1.405
C 5.224 2.750 1.285
C 6.665 3.180 1.420
C 4.234 1.095 3.832
H 4.584 3.209 2.039
H 4.820 3.006 0.307
H 7.088 2.885 2.379
H 6.774 4.240 1.210
H 7.256 2.634 0.678
H 3.307 0.827 4.337
H 4.345 2.170 3.947
H 5.102 0.533 4.156
O -3.541 -2.229 -0.853
S -2.271 -2.560 -0.295
O -1.281 -1.544 -0.151
O -2.494 -3.122 1.156
C -3.549 -4.104 1.317
C -3.208 -4.966 2.510
C -1.584 -3.931 -1.191
H -3.698 -4.684 0.404
H -4.481 -3.561 1.477
H -2.227 -5.438 2.421
H -3.930 -5.771 2.632
H -3.176 -4.367 3.421
H -0.718 -3.552 -1.728
H -2.337 -4.223 -1.920
H -1.340 -4.753 -0.528
O -0.566 -1.054 -4.167
S -0.837 0.129 -3.440
O -0.357 0.264 -2.093
O -0.266 1.291 -4.316
C -0.153 2.618 -3.759
C -0.940 3.608 -4.590
C -2.574 0.421 -3.444
H 0.903 2.887 -3.765
H -0.474 2.626 -2.717
H -0.556 3.689 -5.601
H -0.877 4.584 -4.099
H -2.008 3.384 -4.580
H -2.995 -0.339 -2.786
H -2.917 0.350 -4.471
H -2.778 1.417 -3.054
*
```